# 1
Density functional theory data (the ωB97M-V functional and the def2-TZVPD basis) for an isolated ion of composition C3H8NO2 and charge +1 in a non-equilibrium geometry.

CARTESIAN COORDINATES (ANGSTROEM)
C (1.0136, -0.8152, 0.9820)
C (0.2416, 0.4012, 0.6267)
C (-1.2731, -0.4840, -0.7631)
N (0.9119, 1.5987, 0.7873)
O (1.0110, -1.3307, -0.3063)
O (-0.9610, 0.5266, 0.2236)
H (2.0765, -0.6202, 1.4515)
H (0.4280, -1.3793, 1.6875)
H (-2.1872, -0.1871, -1.2937)
H (-1.3087, -1.4715, -0.2681)
H (-0.4228, -0.5416, -1.4509)
H (1.8076, 1.4153, 1.2162)
H (1.3538, -2.4732, -0.4338)
H (0.4235, 2.4744, 1.0853)

Atomic forces in eV per Å
-1.33 2.37 0.47
4.32 3.27 2.37
0.11 0.19 -0.65
-0.12 0.24 0.51
2.93 -5.02 -1.26
-2.74 -1.54 -0.94
-1.63 -0.35 -1.02
0.17 -1.58 0.40
0.13 -0.37 0.46
-0.66 0.19 -0.05
-0.80 0.44 -0.33
0.03 0.89 0.09
-0.94 2.53 0.47
0.53 -1.27 -0.50

Its energy relative to the best compared isomer or geometry (same formula, charge and spin) is 77.8 kcal/mol. The gap between HOMO and LUMO (alpha / beta) comes out at 6.3 / 5.3 eV. As for the multiplicity: 3. As for the charge: +1. The highest occupied orbital energy (alpha / beta) comes out at -10.6 / -15.1 eV. The value obtained for the largest force on an atom is 5.95 eV/Å. Its energy is -323.81058 Eh.



# 2
Density functional theory data (the ωB97M-V functional and the def2-TZVPD basis) for one molecule with the formula C3H3NO2 in a non-equilibrium geometry.

CARTESIAN COORDINATES (ANGSTROEM)
N (1.7940, 1.8313, -1.6282)
C (0.9639, 1.1713, -1.1704)
C (-0.1150, 0.3598, -0.5990)
O (0.4757, -0.7715, 0.0405)
C (-0.2670, -1.3045, 1.0271)
O (-1.3508, -0.9139, 1.3633)
H (-0.7885, 0.0279, -1.3947)
H (-0.6938, 0.9452, 0.1209)
H (0.2816, -2.1453, 1.4722)

Atomic forces in eV per Å
-0.80 -0.64 0.44
0.71 0.59 -0.40
-0.10 0.13 -0.09
0.00 -0.03 0.09
-0.35 0.05 0.17
0.46 -0.19 -0.14
0.07 0.05 0.09
0.10 -0.04 -0.12
-0.09 0.08 -0.04

Its SMILES is N#CCOC=O. Its energy relative to the best compared isomer or geometry (same formula, charge and spin) is 28.5 kcal/mol. The gap between HOMO and LUMO comes out at 12.2 eV. As for the charge: 0. The highest occupied orbital energy comes out at -11.5 eV. The value obtained for the largest force on an atom is 1.12 eV/Å. Its energy is -321.33216 Eh.



# 3
Density functional theory data (the ωB97M-V functional and the def2-TZVPD basis) for C2H2INO2S as an isolated structure in a non-equilibrium geometry.

CARTESIAN COORDINATES (ANGSTROEM)
C (0.9877, 0.5789, 1.2109)
C (-0.5224, -0.8385, -1.2430)
N (0.0295, 1.1853, 0.4970)
O (0.0678, 1.8771, -0.5059)
O (-0.9389, 0.9430, 1.2882)
S (1.5595, -0.6270, 2.0361)
I (-0.1741, -2.4093, 0.0060)
H (-1.4344, -0.4286, -1.6410)
H (0.4252, -0.2810, -1.6483)

Atomic forces in eV per Å
1.03 -1.22 1.21
2.91 1.13 -1.21
-0.39 -0.02 0.57
0.04 -0.23 0.62
-0.52 0.92 -0.84
0.17 1.58 -0.91
-0.82 -0.20 -0.84
-0.54 -0.50 0.50
-1.88 -1.48 0.90

Its energy relative to the best compared isomer or geometry (same formula, charge and spin) is 159.2 kcal/mol. The gap between HOMO and LUMO (alpha / beta) comes out at 7.4 / 6.2 eV. As for the charge: 0. The highest occupied orbital energy (alpha / beta) comes out at -8.6 / -8.4 eV. The value obtained for the largest force on an atom is 3.35 eV/Å. Its energy is -978.21921 Eh.



# 4
Density functional theory data (the ωB97M-V functional and the def2-TZVPD basis) for an isolated ion of composition C2H4NO4P and charge -2 in a non-equilibrium geometry.

CARTESIAN COORDINATES (ANGSTROEM)
C (-0.9818, -1.4624, -1.2251)
C (-0.9471, -0.0016, -0.5359)
O (-1.8671, 0.7589, -0.7864)
N (0.0876, 0.1984, 0.2259)
P (1.3062, 1.5145, 1.4818)
O (0.3454, 2.5937, 1.8854)
O (1.6415, 0.4647, 2.4985)
O (2.4015, 1.8674, 0.4940)
H (-1.9075, -1.7392, -1.8026)
H (-0.9530, -2.2986, -0.5201)
H (0.0261, -1.4787, -1.7691)
H (0.8481, -0.4170, 0.0537)

Atomic forces in eV per Å
0.84 0.08 -0.25
0.01 -1.61 -0.43
-1.46 0.74 -0.26
1.17 1.20 0.83
-0.19 0.60 -0.35
0.06 -0.10 -0.12
0.02 -0.40 0.02
-0.55 -0.34 0.12
1.03 0.98 -0.14
0.37 0.31 0.50
-1.63 -0.40 0.06
0.33 -1.05 0.02

Its SMILES is CC(=O)NP(=O)([O-])[O-]. Its energy relative to the best compared isomer or geometry (same formula, charge and spin) is 0.0 kcal/mol. The gap between HOMO and LUMO comes out at 6.6 eV. As for the charge: -2. The highest occupied orbital energy comes out at -0.1 eV. The value obtained for the largest force on an atom is 1.87 eV/Å. Its energy is -775.76296 Eh.



Which value of energy relative to the best compared isomer or geometry (same formula, charge and spin) does entry 2 give? 28.5 kcal/mol